1.
114
Properties=species:S:1:pos:R:3 method="wB97M-V/def2-TZVPD" largest_force_ev_per_a=6.2 total_charge=-1 homo_lumo_gap_ev=4.97
C 4.870 -0.391 -0.443
C 6.083 0.303 -1.236
C 5.495 1.197 -2.436
C 4.378 2.267 -1.987
C 3.175 2.228 -3.052
C 1.789 1.727 -2.334
C 1.017 0.595 -3.171
P -0.899 0.587 -3.284
C -0.759 2.376 -3.925
C -1.700 2.982 -5.028
F -2.523 2.203 -5.878
C -0.903 1.041 -1.387
C -0.151 0.133 -0.313
C -1.118 -0.793 0.614
O -0.652 -0.698 2.012
C 0.373 -1.677 2.280
C -2.809 0.645 -3.166
C -3.677 1.875 -2.708
N -4.629 2.346 -3.809
N -4.685 1.379 -1.652
N -3.132 3.084 -2.078
C -0.913 -0.123 -5.113
C 0.013 0.429 -6.274
C 0.032 -0.039 -7.734
C -0.986 -1.186 -8.078
C -1.846 -1.581 -6.840
N -1.828 -1.122 -5.537
P -0.761 -1.565 -2.700
C 0.400 -2.553 -3.901
O -2.225 -2.464 -2.905
H 4.033 -0.634 -1.178
H 4.446 0.415 0.270
H 5.222 -1.272 0.185
H 6.679 -0.554 -1.726
H 6.785 0.925 -0.586
H 5.120 0.448 -3.232
H 6.360 1.765 -2.950
H 4.060 2.177 -0.899
H 4.880 3.305 -2.083
H 3.455 1.604 -3.961
H 2.991 3.311 -3.406
H 1.230 2.680 -2.096
H 2.150 1.305 -1.319
H 1.580 0.603 -4.171
H 1.431 -0.377 -2.683
H 0.294 2.477 -4.405
H -0.708 3.185 -3.098
H -2.405 3.748 -4.516
H -1.085 3.668 -5.736
H -1.971 0.967 -0.930
H -0.673 2.153 -1.195
H 0.788 -0.422 -0.593
H 0.230 0.901 0.481
H -1.019 -1.894 0.292
H -2.198 -0.447 0.634
H 0.024 -2.759 2.121
H 1.343 -1.434 1.732
H 0.602 -1.595 3.410
H -3.352 0.304 -4.130
H -3.089 -0.183 -2.403
H -4.501 3.346 -4.002
H -5.604 2.206 -3.531
H -5.277 0.643 -2.066
H -5.241 2.184 -1.333
H -3.873 3.808 -1.992
H -2.852 2.935 -1.087
H 0.791 1.255 -6.071
H 0.745 0.390 -8.512
H -1.090 -1.647 -9.108
H -2.614 -2.410 -7.083
H -0.234 -3.084 -4.694
H 0.883 -3.361 -3.245
H 1.144 -1.879 -4.434
H -2.084 -3.292 -3.407
C -0.502 5.489 2.574
S -1.642 5.689 1.187
O -2.718 4.664 1.340
C -0.499 5.089 -0.077
H -1.020 5.772 3.491
H -0.182 4.448 2.645
H 0.363 6.140 2.431
H -0.179 4.073 0.163
H 0.365 5.754 -0.131
H -1.016 5.089 -1.038
C -1.853 -4.179 6.179
S -0.407 -4.970 5.441
O 0.580 -3.892 5.120
C -1.222 -5.437 3.899
H -1.566 -3.773 7.150
H -2.203 -3.370 5.535
H -2.642 -4.920 6.316
H -1.613 -4.548 3.400
H -2.033 -6.135 4.113
H -0.489 -5.922 3.254
C 3.310 -5.164 9.710
S 2.187 -5.002 8.304
O 1.118 -6.034 8.464
C 3.351 -5.615 7.068
H 2.777 -4.868 10.614
H 3.639 -6.201 9.806
H 4.170 -4.508 9.566
H 3.678 -6.623 7.332
H 4.210 -4.944 7.013
H 2.847 -5.638 6.101
C -1.643 1.734 4.237
S -2.888 1.566 5.530
O -2.710 2.708 6.479
C -2.154 0.105 6.297
H -1.877 2.620 3.644
H -0.654 1.849 4.685
H -1.663 0.852 3.593
H -1.133 0.324 6.614
H -2.157 -0.721 5.583
H -2.753 -0.167 7.167



2.
120
Properties=species:S:1:pos:R:3 method="wB97M-V/def2-TZVPD" largest_force_ev_per_a=2.1 smiles="COC(=O)OC.CNC(C)=O.CNC(C)=O.CNC(C)=O.CNC(C)=O.CNC(C)=O.CNC(C)=O.CC(N)=O.CC(N)=O.CC(N)=O.CC(N)=O" homo_lumo_gap_ev=8.71
C 17.177 5.222 -11.929
O 18.085 6.174 -11.390
C 18.569 5.957 -10.164
O 18.467 4.938 -9.535
O 19.213 7.043 -9.800
C 19.614 7.201 -8.449
H 17.502 4.191 -11.793
H 17.077 5.375 -12.998
H 16.235 5.319 -11.388
H 18.800 7.506 -7.793
H 20.373 7.975 -8.339
H 20.119 6.307 -8.078
C 19.010 3.575 -6.884
C 18.671 2.664 -5.710
O 19.505 1.868 -5.306
N 17.428 2.740 -5.191
C 16.963 1.922 -4.076
H 18.428 4.500 -6.840
H 18.957 3.141 -7.875
H 20.038 3.909 -6.732
H 16.827 3.505 -5.444
H 17.798 1.325 -3.715
H 16.062 1.412 -4.397
H 16.830 2.573 -3.204
C 20.305 11.484 -6.749
C 19.375 11.355 -7.937
O 19.625 11.999 -8.951
N 18.279 10.593 -7.770
C 17.273 10.337 -8.785
H 20.474 12.553 -6.625
H 21.219 10.910 -6.854
H 19.887 11.186 -5.783
H 18.248 10.006 -6.942
H 16.296 10.738 -8.525
H 17.114 9.257 -8.865
H 17.631 10.679 -9.749
C 15.742 8.592 -11.962
C 16.160 9.983 -12.427
O 15.947 10.963 -11.735
N 16.786 10.026 -13.615
C 17.132 11.274 -14.280
H 15.997 8.392 -10.924
H 16.301 7.886 -12.580
H 14.677 8.418 -12.104
H 16.828 9.217 -14.234
H 18.137 11.563 -13.957
H 16.446 12.052 -13.940
H 17.081 11.233 -15.364
C 22.445 11.657 -11.488
C 21.803 10.573 -12.311
O 22.397 9.998 -13.213
N 20.534 10.257 -11.966
C 19.754 9.128 -12.429
H 22.635 11.275 -10.484
H 21.777 12.505 -11.319
H 23.339 11.996 -12.001
H 20.019 10.935 -11.422
H 18.985 8.771 -11.750
H 20.482 8.337 -12.618
H 19.243 9.351 -13.369
C 19.177 2.342 -11.740
C 20.469 2.385 -12.532
O 21.538 2.170 -11.971
N 20.350 2.620 -13.848
C 21.456 2.610 -14.782
H 19.205 1.637 -10.917
H 18.344 2.108 -12.401
H 19.207 3.346 -11.312
H 19.423 2.742 -14.209
H 21.174 2.023 -15.661
H 22.371 2.129 -14.453
H 21.661 3.638 -15.086
C 18.481 8.553 -16.745
C 17.951 7.366 -15.993
O 17.332 7.457 -14.944
N 18.266 6.165 -16.550
C 17.974 4.957 -15.824
H 18.345 8.344 -17.814
H 19.551 8.710 -16.622
H 17.874 9.434 -16.568
H 18.886 6.154 -17.338
H 16.901 4.829 -15.663
H 18.391 4.887 -14.815
H 18.351 4.103 -16.388
O 24.327 8.410 -4.532
C 23.535 7.946 -5.357
N 23.387 6.618 -5.502
C 22.767 8.814 -6.312
H 23.881 5.962 -4.925
H 22.963 6.207 -6.322
H 22.756 8.467 -7.343
H 23.159 9.826 -6.251
H 21.751 8.864 -5.903
O 22.861 5.555 -8.493
C 22.472 5.131 -9.588
N 22.234 3.819 -9.746
C 22.245 6.015 -10.795
H 22.418 3.216 -8.966
H 21.946 3.453 -10.646
H 21.693 6.918 -10.538
H 21.605 5.555 -11.553
H 23.217 6.264 -11.215
O 18.850 8.737 -5.471
C 18.978 8.352 -4.315
N 18.795 9.211 -3.292
C 19.359 6.951 -3.918
H 18.414 10.137 -3.379
H 18.744 8.880 -2.342
H 18.724 6.570 -3.117
H 20.384 6.925 -3.549
H 19.200 6.309 -4.782
O 13.583 6.923 -9.579
C 13.693 5.856 -10.164
N 14.259 4.813 -9.504
C 13.177 5.625 -11.579
H 14.559 4.911 -8.552
H 14.360 3.910 -9.932
H 12.382 6.333 -11.789
H 12.778 4.620 -11.720
H 14.002 5.766 -12.279



3.
117
Properties=species:S:1:pos:R:3 method="wB97M-V/def2-TZVPD" largest_force_ev_per_a=0.8 de_lowest_kj_mol=16.47 smiles=C[Si@@H](O)CC[C@](F)(Br)C(F)(F)Br.COCCOC.COCCOC.COCCOC.COCCOC.COCCOC.COCCOC homo_lumo_gap_ev=9.47
C 0.152 0.572 -0.159
Si 0.748 0.255 1.575
O -0.386 -0.508 2.538
C 2.280 -0.828 1.671
C 2.894 -0.831 3.077
C 3.624 0.416 3.546
F 2.766 1.216 4.251
Br 4.342 1.481 2.091
C 4.798 0.123 4.528
F 5.113 1.268 5.188
F 5.904 -0.309 3.876
Br 4.312 -1.182 5.870
H -0.927 0.677 -0.164
H 0.552 1.533 -0.475
H 0.458 -0.168 -0.887
H 1.046 1.559 2.213
H -0.615 0.110 3.234
H 1.924 -1.844 1.504
H 3.000 -0.629 0.887
H 3.530 -1.700 3.187
H 2.081 -0.955 3.787
C -4.635 -2.348 -3.462
O -3.830 -3.489 -3.222
C -2.452 -3.263 -3.473
C -1.677 -3.050 -2.193
O -2.057 -1.851 -1.538
C -2.924 -2.059 -0.438
H -5.630 -2.563 -3.076
H -4.243 -1.463 -2.955
H -4.711 -2.142 -4.534
H -2.318 -2.414 -4.148
H -2.062 -4.153 -3.975
H -0.613 -2.967 -2.436
H -1.807 -3.909 -1.527
H -2.384 -2.506 0.404
H -3.768 -2.699 -0.707
H -3.302 -1.086 -0.131
C 2.784 3.320 10.009
O 3.847 2.539 9.496
C 3.961 2.600 8.083
C 5.068 3.533 7.649
O 4.786 4.881 7.993
C 5.470 5.322 9.150
H 2.892 3.349 11.092
H 2.811 4.341 9.621
H 1.817 2.867 9.765
H 3.012 2.912 7.636
H 4.186 1.590 7.729
H 5.166 3.485 6.561
H 6.017 3.216 8.091
H 6.539 5.448 8.945
H 5.344 4.627 9.983
H 5.052 6.288 9.428
C -2.080 -2.246 -9.899
O -0.770 -2.646 -9.543
C -0.216 -1.891 -8.480
C -0.288 -2.633 -7.166
O -1.628 -2.819 -6.737
C -2.119 -4.124 -6.987
H -2.473 -2.991 -10.587
H -2.734 -2.188 -9.026
H -2.065 -1.274 -10.404
H -0.722 -0.925 -8.392
H 0.834 -1.701 -8.722
H 0.224 -2.043 -6.398
H 0.224 -3.596 -7.250
H -1.654 -4.845 -6.306
H -1.935 -4.432 -8.018
H -3.192 -4.116 -6.806
C 5.719 0.362 -1.696
O 4.336 0.337 -2.000
C 3.752 1.629 -2.051
C 3.550 2.098 -3.473
O 4.783 2.301 -4.143
C 5.135 1.242 -5.013
H 6.116 -0.637 -1.871
H 6.258 1.073 -2.326
H 5.871 0.620 -0.643
H 4.364 2.349 -1.499
H 2.777 1.566 -1.560
H 3.022 3.056 -3.458
H 2.931 1.379 -4.018
H 4.490 1.237 -5.899
H 5.068 0.272 -4.515
H 6.163 1.407 -5.329
C -1.620 -1.757 8.443
O -0.591 -2.455 7.767
C -0.740 -2.455 6.356
C 0.164 -1.442 5.695
O -0.195 -0.105 6.015
C 0.641 0.484 6.996
H -1.321 -1.664 9.485
H -1.772 -0.759 8.026
H -2.563 -2.314 8.396
H -1.781 -2.264 6.080
H -0.472 -3.453 5.998
H 0.078 -1.545 4.609
H 1.207 -1.632 5.970
H 1.634 0.695 6.583
H 0.745 -0.159 7.873
H 0.180 1.423 7.297
C -6.708 3.389 -5.968
O -7.865 2.610 -6.207
C -7.584 1.337 -6.765
C -7.642 0.242 -5.725
O -6.615 0.380 -4.757
C -7.061 0.942 -3.536
H -7.013 4.256 -5.384
H -5.954 2.831 -5.409
H -6.273 3.737 -6.912
H -6.604 1.339 -7.251
H -8.341 1.139 -7.530
H -7.500 -0.724 -6.220
H -8.624 0.235 -5.243
H -7.675 0.224 -2.980
H -7.637 1.856 -3.700
H -6.179 1.180 -2.944



4.
112
Properties=species:S:1:pos:R:3 method="wB97M-V/def2-TZVPD" largest_force_ev_per_a=1.5 smiles="CC(=O)N(C(C)=O)N(C)S(=O)(=O)F.CCOCC.CCOCC.CCOCC.CCOCC.CCOCC.CCOCC" homo_lumo_gap_ev=10.02
C -7.792 5.285 0.495
C -7.725 4.158 1.473
O -7.799 4.320 2.667
N -7.607 2.825 1.024
C -6.859 1.918 1.906
C -5.684 2.423 2.693
O -7.205 0.775 1.940
N -7.377 2.638 -0.370
C -8.104 1.469 -0.905
S -5.801 2.704 -0.873
O -5.113 3.675 -0.103
O -5.807 2.750 -2.292
F -5.242 1.302 -0.476
H -6.787 5.711 0.443
H -8.088 4.988 -0.507
H -8.455 6.060 0.880
H -4.813 1.872 2.326
H -5.837 2.161 3.737
H -5.487 3.479 2.555
H -9.161 1.593 -0.687
H -7.717 0.533 -0.501
H -7.962 1.461 -1.986
C -3.062 4.668 -2.941
C -1.934 5.685 -2.930
O -1.131 5.648 -1.764
C -0.471 4.422 -1.507
C 0.492 3.991 -2.600
H -3.681 4.777 -2.051
H -3.686 4.808 -3.824
H -2.686 3.644 -2.961
H -2.349 6.693 -2.956
H -1.313 5.579 -3.828
H -1.199 3.628 -1.307
H 0.079 4.583 -0.580
H -0.024 3.772 -3.536
H 1.026 3.091 -2.292
H 1.219 4.780 -2.800
C 4.385 -0.424 -0.639
C 3.493 0.576 -1.355
O 3.127 1.695 -0.566
C 4.192 2.499 -0.095
C 5.032 3.122 -1.197
H 3.924 -0.757 0.290
H 4.556 -1.296 -1.270
H 5.358 0.003 -0.392
H 2.550 0.098 -1.623
H 3.957 0.904 -2.293
H 4.826 1.933 0.596
H 3.716 3.287 0.489
H 5.565 2.368 -1.779
H 5.774 3.795 -0.767
H 4.400 3.686 -1.885
C 4.132 -5.607 0.571
C 4.873 -4.558 1.379
O 4.261 -3.278 1.365
C 2.947 -3.214 1.885
C 2.835 -3.629 3.342
H 3.991 -5.266 -0.456
H 4.696 -6.538 0.556
H 3.147 -5.822 0.988
H 5.864 -4.410 0.952
H 5.024 -4.898 2.411
H 2.258 -3.802 1.267
H 2.648 -2.170 1.781
H 3.077 -4.682 3.486
H 1.816 -3.471 3.699
H 3.519 -3.043 3.958
C -5.843 11.031 2.459
C -6.638 10.315 1.381
O -7.161 9.062 1.784
C -8.058 9.087 2.880
C -9.307 9.918 2.639
H -5.044 10.390 2.832
H -5.402 11.942 2.053
H -6.468 11.315 3.307
H -5.987 10.090 0.536
H -7.438 10.961 1.000
H -7.545 9.421 3.789
H -8.342 8.047 3.045
H -9.077 10.977 2.516
H -9.989 9.823 3.485
H -9.818 9.584 1.735
C 8.860 -8.328 -0.515
C 7.960 -7.323 -1.213
O 7.613 -6.207 -0.415
C 8.688 -5.405 0.038
C 9.510 -4.782 -1.077
H 8.408 -8.659 0.421
H 9.015 -9.197 -1.156
H 9.840 -7.909 -0.284
H 7.010 -7.797 -1.465
H 8.408 -6.996 -2.158
H 9.333 -5.974 0.718
H 8.226 -4.617 0.633
H 10.031 -5.535 -1.670
H 10.260 -4.111 -0.658
H 8.867 -4.214 -1.751
C 0.257 -9.714 -1.399
C 1.393 -8.705 -1.426
O 2.211 -8.724 -0.271
C 2.878 -9.941 0.002
C 3.834 -10.382 -1.095
H -0.351 -9.580 -0.504
H -0.377 -9.584 -2.277
H 0.623 -10.742 -1.405
H 0.984 -7.696 -1.466
H 2.000 -8.834 -2.330
H 2.159 -10.737 0.224
H 3.438 -9.758 0.920
H 3.311 -10.622 -2.021
H 4.378 -11.273 -0.780
H 4.551 -9.590 -1.314



no.,HOMO (eV)
1,-3.224
2,-8.824
3,-9.120
4,-9.343